Computed, not measured: a 11-piece molecular cluster, C34H96N6O11 overall in a non-equilibrium geometry, with ωB97M-V/def2-TZVPD.

XYZ file:
```
147
Properties=species:S:1:pos:R:3:forces:R:3
C 6.68361 -0.34345 -3.64848 -0.625 -0.334 0.571
C 5.97250 0.43570 -2.58923 -2.697 0.201 0.376
C 4.55322 -0.15093 -2.22591 1.189 -1.483 0.152
O 3.45307 0.24319 -2.97833 -0.622 0.849 0.028
C 3.04946 1.58100 -2.73247 0.690 0.178 -0.587
N 6.70995 0.50552 -1.35231 0.860 0.465 -0.203
H 6.78021 -1.35546 -3.25528 0.447 -0.143 -0.338
H 7.64309 0.12943 -3.85799 -0.026 -0.289 -0.345
H 5.98250 -0.34401 -4.48307 0.506 -0.131 -0.444
H 5.74258 1.40349 -3.03489 0.160 0.533 0.097
H 4.40250 -0.09346 -1.14792 -0.275 0.848 0.355
H 4.54832 -1.23584 -2.33102 0.412 -0.256 -0.367
H 2.35867 1.85094 -3.53124 -0.108 0.050 0.209
H 3.91987 2.23468 -2.78898 0.020 0.245 -0.225
H 2.63542 1.78855 -1.74577 -0.374 -0.510 0.238
H 6.25465 1.09881 -0.67348 -0.459 0.006 0.138
H 7.50982 1.06605 -1.60946 0.805 -0.193 0.369
C -4.76653 1.41416 5.56161 -0.591 -1.539 -0.947
C -3.35256 0.95207 5.65791 0.526 1.917 0.260
C -2.52629 1.99236 4.83748 1.340 -2.198 0.089
O -2.89135 1.92272 3.44914 -1.200 -0.371 1.629
C -2.12109 2.78590 2.68020 0.333 0.103 -1.130
N -3.00092 0.92951 7.06415 1.003 -0.032 0.131
H -5.30522 0.79745 6.28103 -0.592 0.643 0.080
H -5.12717 1.12833 4.57351 -0.569 0.539 -0.183
H -4.77367 2.49621 5.69286 -0.544 -0.193 0.221
H -3.14749 -0.08053 5.37541 -0.128 0.086 -0.878
H -1.49218 1.65466 4.90591 0.382 0.121 0.039
H -2.52187 3.01449 5.21603 -0.643 0.061 0.117
H -2.75195 3.11484 1.85442 0.267 0.143 -0.144
H -1.26701 2.22809 2.29613 0.246 0.186 -0.194
H -1.75713 3.65854 3.22256 -0.119 0.021 0.134
H -3.27877 0.01390 7.38744 0.117 0.091 0.545
H -3.52851 1.62109 7.57745 0.009 0.061 0.165
C 1.04352 6.78499 2.06220 0.373 -0.421 -1.172
C 0.38025 5.45290 1.62654 0.932 0.184 0.269
C -0.05148 5.30415 0.12781 0.737 0.337 1.415
O -0.64656 4.04918 0.03146 0.083 -0.909 0.200
C -0.35086 3.17449 -1.04442 -1.904 0.245 -0.204
N 1.28357 4.34196 1.97016 0.132 0.163 -0.334
H 2.04432 6.94088 1.65946 0.030 -0.317 -0.543
H 1.25627 6.81975 3.13067 -0.772 0.085 0.143
H 0.43759 7.60232 1.67114 -0.074 0.221 0.584
H -0.50701 5.42243 2.25895 -0.605 -0.213 -0.271
H 0.79825 5.33075 -0.55433 0.185 0.459 0.099
H -0.80439 6.05899 -0.09902 0.155 0.297 -0.219
H 0.08488 3.57148 -1.96127 0.705 0.540 0.432
H -1.37066 2.98439 -1.37905 0.033 -0.935 -0.297
H 0.12520 2.24703 -0.72619 0.218 0.218 0.036
H 0.85734 3.43703 1.83037 -0.242 0.007 -0.112
H 1.56770 4.38438 2.93844 0.016 0.140 0.114
C 1.55537 -2.40715 -4.10381 0.575 -0.632 1.005
C 0.82258 -3.01060 -5.27134 -0.534 -0.189 1.175
C -0.44686 -3.85293 -4.92276 1.016 -0.756 0.277
O 0.01696 -5.09138 -4.47239 1.381 -0.413 0.881
C -0.87628 -5.97565 -3.88479 -0.212 -2.059 -1.631
N 0.43114 -1.98393 -6.16727 -0.705 0.678 -1.212
H 2.59097 -2.17638 -4.35354 0.061 -0.059 -0.206
H 1.59937 -3.16707 -3.32363 0.117 0.028 0.269
H 1.18559 -1.48379 -3.65798 -0.621 -0.015 -0.270
H 1.53928 -3.63941 -5.79959 -0.088 -0.791 0.391
H -1.01420 -4.05819 -5.83055 -0.467 0.582 -0.163
H -1.06411 -3.55002 -4.07696 -0.247 1.326 -0.402
H -1.62748 -5.72069 -3.13727 0.573 0.904 0.446
H -0.28277 -6.85280 -3.62705 0.129 0.277 0.916
H -1.46474 -6.45645 -4.66621 -0.631 0.225 -0.502
H 0.43993 -2.48659 -7.04326 -0.354 0.790 -0.754
H 1.14904 -1.27472 -6.20910 0.093 0.118 -0.172
C -6.14330 -0.87668 2.21978 0.375 -1.000 -0.680
C -4.72942 -1.05309 1.59134 -2.443 -0.058 2.234
C -4.56129 0.10132 0.56829 0.683 0.827 -1.937
O -5.61034 0.15980 -0.40313 -0.021 -2.671 1.017
C -5.51528 1.23513 -1.29400 -0.138 1.856 1.241
N -3.79113 -0.86745 2.68004 0.090 1.984 -3.036
H -6.85147 -1.09394 1.42017 -0.215 0.261 0.257
H -6.28691 0.12147 2.63350 0.000 -0.002 -0.145
H -6.25677 -1.63086 2.99852 -0.176 0.103 0.052
H -4.61809 -2.07187 1.22013 0.316 0.176 -0.563
H -3.63699 -0.04680 0.00987 0.507 -0.125 0.160
H -4.46411 1.07561 1.04727 -0.100 0.064 0.503
H -4.53288 1.34176 -1.75402 -0.053 -0.196 -0.279
H -5.69296 2.08241 -0.63170 0.406 0.827 -0.274
H -6.35901 1.31778 -1.97912 0.248 -0.919 -0.165
H -3.93916 -0.01718 3.20466 -0.573 0.352 1.411
H -2.87131 -0.71068 2.29343 2.021 -1.141 0.162
C 4.13690 -1.53766 1.78986 -0.622 0.250 0.618
C 5.41367 -0.79144 1.91833 0.496 0.741 -0.415
C 5.45463 0.27242 3.05298 -0.125 -0.448 1.439
O 4.27959 1.04961 3.38964 0.395 0.235 -2.410
C 4.10500 2.03398 2.34950 -0.604 0.633 1.330
N 6.56107 -1.66430 1.96357 1.131 -0.684 0.095
H 3.86669 -1.86850 2.79268 -0.568 -0.243 -0.084
H 4.26660 -2.39258 1.12624 -0.179 0.071 -0.036
H 3.42387 -0.82293 1.37896 -0.607 -0.346 0.128
H 5.57176 -0.32716 0.94491 -0.043 0.643 0.044
H 6.31948 0.92789 2.95065 0.006 0.175 -0.444
H 5.61567 -0.18783 4.02783 0.276 -0.765 -0.135
H 4.99571 2.66134 2.31537 0.378 -0.351 -0.741
H 3.36047 2.77709 2.63506 -0.360 -0.327 0.436
H 3.72110 1.63795 1.40935 0.592 -0.273 -0.238
H 6.47194 -2.29908 1.18305 0.286 0.288 -0.653
H 6.63326 -2.35421 2.69767 -0.428 0.440 0.976
C 1.04621 -0.29236 4.49778 0.604 0.417 -0.461
C 2.27334 -0.31152 5.42828 0.336 -0.618 -1.092
O 2.13302 -1.39950 6.30815 -0.459 -0.357 0.789
H 0.09250 -0.46279 4.99729 0.141 0.152 0.237
H 1.12470 -1.00429 3.67613 0.187 -0.641 0.382
H 1.01355 0.62126 3.90419 -0.114 0.522 0.422
H 2.52563 0.61630 5.94170 -0.666 0.271 0.142
H 3.17102 -0.52875 4.84942 -0.084 0.318 -0.517
H 2.94349 -1.46475 6.81854 -0.013 -0.114 0.114
C -3.63526 -2.60398 -3.99167 0.019 1.449 0.736
C -3.46324 -1.74752 -2.68275 0.528 0.326 -3.249
O -4.01401 -2.40490 -1.64255 -1.125 -1.410 3.029
H -4.64676 -2.46325 -4.37266 -0.028 0.005 0.045
H -3.50927 -3.67461 -3.83045 0.355 0.138 0.151
H -2.94105 -2.19827 -4.72759 0.015 -0.365 -0.172
H -4.02433 -0.81604 -2.75784 0.294 0.375 -0.755
H -2.42590 -1.49849 -2.45914 0.415 0.006 -0.345
H -4.40030 -1.69316 -1.12699 -0.543 -0.439 0.468
C 0.11275 -0.46372 -0.82543 -0.170 0.178 -0.235
C 0.16641 -0.27436 0.68012 -1.106 -0.738 -0.590
O -1.07452 -0.75556 1.23189 -0.372 0.792 0.839
H -0.82123 0.00553 -1.13457 0.071 0.299 -0.257
H 0.02798 -1.48271 -1.20302 0.280 -0.261 0.456
H 0.95882 0.00340 -1.32949 0.004 0.069 -0.063
H 0.12762 0.79939 0.86359 0.593 -0.097 0.394
H 0.98730 -0.81762 1.14821 0.204 0.429 0.109
H -1.22417 -1.66808 0.97399 0.059 -0.811 -0.490
C -1.62960 1.58599 -3.83383 -0.426 2.115 -0.242
C -1.11873 1.38718 -5.27962 0.869 -1.866 1.904
O -1.66029 2.18129 -6.27869 -1.141 0.588 0.130
H -2.70806 1.53964 -3.68252 -0.245 0.019 -0.568
H -1.32857 2.60378 -3.58571 -0.307 0.217 0.304
H -1.25226 0.98680 -3.00518 0.689 -0.546 -0.752
H -1.26746 0.31329 -5.39259 0.203 -0.188 -1.021
H -0.05100 1.60073 -5.23026 0.325 -0.347 0.053
H -1.21675 1.98227 -7.10650 0.011 -0.074 0.029
C -1.83937 -5.45885 -0.25348 1.644 -1.045 -0.675
C -0.96839 -4.21063 -0.24196 -1.645 -0.843 1.119
O -1.87145 -3.21826 0.20652 0.258 1.944 0.624
H -2.56287 -5.41862 -1.06776 -0.105 -0.103 0.173
H -2.29607 -5.72435 0.69995 -0.116 0.642 -0.001
H -1.12993 -6.26920 -0.42116 -0.259 -0.522 -0.461
H -0.53879 -3.95828 -1.21143 0.195 -0.140 0.017
H -0.23094 -4.30733 0.55485 0.333 0.121 -0.342
H -2.48219 -2.99372 -0.49929 -0.481 -0.035 -0.395
```
Positions in Å, forces in eV/Å.

Properties
Orbital gap (spin up / spin down) (eV): 9.09 / 3.07
Energy above the lowest of the compared OMol25 structures with the same formula, charge and spin (eV): 1.996
Spin multiplicity: 2
Net charge: +1